Record 1
This record from the Open Molecules 2025 dataset describes the molecule C3H6N2 at a distorted geometry. The level of theory is wB97M-V/def2-TZVPD.

## Properties
SMILES string = C=NN1CC1
Kohn-Sham gap = 10.72 eV

```
! wB97M-V def2-TZVPD RIJCOSX def2/J DEFGRID3
* xyz 0 1
C -1.4193 -1.2950 -0.7423
C 1.2526 0.7359 -0.3100
C 0.4481 0.9057 1.0150
H -2.3311 -1.1856 -1.2969
H -0.9621 -2.2914 -0.5655
H 0.7364 0.9678 -1.3341
H 2.2748 0.4044 -0.0091
H -0.5193 1.4901 1.0981
H 1.0119 0.8586 2.0727
N -0.8749 -0.1127 -0.3190
N 0.3829 -0.4780 0.3911
*
```

Record 2
This record from the Open Molecules 2025 dataset describes the molecule C3H6N2 at a distorted geometry. The level of theory is wB97M-V/def2-TZVPD.

## Properties
SMILES string = C[C@@H](N)C#N
Kohn-Sham gap = 11.01 eV

```
! wB97M-V def2-TZVPD RIJCOSX def2/J DEFGRID3
* xyz 0 1
C -0.6053 1.1331 0.1360
C -0.1645 -0.2889 -0.0710
N 0.7412 -0.4017 -1.1320
C 0.2901 -0.8444 1.1363
N 0.4042 -1.5886 2.0295
H -1.3830 1.2054 0.8988
H 0.2441 1.7446 0.4585
H -0.9743 1.5273 -0.8133
H -1.1071 -0.9184 -0.3028
H 0.8411 -1.3659 -1.4996
H 1.7134 -0.2026 -0.8404
*
```

Record 3
This record from the Open Molecules 2025 dataset describes the molecule C3H6N2 at a distorted geometry. The level of theory is wB97M-V/def2-TZVPD.

## Properties
SMILES string = [H]/N=C/N1CC1
Kohn-Sham gap = 10.71 eV

```
! wB97M-V def2-TZVPD RIJCOSX def2/J DEFGRID3
* xyz 0 1
C 0.9621 0.1531 0.5559
C -1.1402 -0.4263 -0.4932
C -0.6314 0.7590 -1.1535
H 1.1229 -0.0847 2.3926
H 1.7662 0.8612 0.5576
H -1.4018 -0.4910 0.5706
H -1.5483 -1.1780 -1.1507
H -0.6908 1.6243 -0.5480
H -0.6294 0.8286 -2.2705
N 0.5562 -0.3620 1.6000
N 0.3349 -0.2773 -0.6009
*
```

Record 4
This record from the Open Molecules 2025 dataset describes a structure of composition C3H6N2 at a distorted geometry. The level of theory is wB97M-V/def2-TZVPD.

## Properties
Kohn-Sham gap = 10.78 eV

```
! wB97M-V def2-TZVPD RIJCOSX def2/J DEFGRID3
* xyz 0 1
C -0.9766 -0.4590 0.4152
C 0.0122 0.4354 -0.2229
N 1.0247 0.6160 0.7343
C 0.3960 0.1326 -1.6137
N 0.7034 -0.0494 -2.7152
H -1.7373 -0.8570 -0.2771
H 0.0289 -1.2963 1.1084
H -1.3831 -0.0009 1.3194
H -0.8837 1.1346 -0.2364
H 1.8904 0.9498 0.2858
H 0.9251 -0.6058 1.2022
*
```

Record 5
This record from the Open Molecules 2025 dataset describes the molecule C3H6N2 at a distorted geometry. The level of theory is wB97M-V/def2-TZVPD.

## Properties
SMILES string = C=C1CN1N
Kohn-Sham gap (spin up / spin down) = 8.41 / 8.41 eV

```
! wB97M-V def2-TZVPD RIJCOSX def2/J DEFGRID3
* xyz 0 1
C -0.1143 -0.0881 -0.5800
C 0.0885 -1.1744 -1.8762
C -1.0527 0.6001 0.2855
N 0.4230 0.7613 0.3166
N 1.2663 0.4653 1.3800
H 1.0951 -1.3997 -2.1336
H -0.8092 -1.5087 -2.3326
H -1.6013 1.4731 -0.0414
H -1.5459 0.0236 1.0685
H 1.0026 -0.3920 1.8757
H 1.2479 1.2394 2.0374
*
```

Record 6
This record from the Open Molecules 2025 dataset describes the ion C3H6N2 with charge +2 at a distorted geometry. The level of theory is wB97M-V/def2-TZVPD.

## Properties
SMILES string = [NH+]#C/C=C/[NH3+]
Kohn-Sham gap = 11.33 eV

```
! wB97M-V def2-TZVPD RIJCOSX def2/J DEFGRID3
* xyz 2 1
C 2.0260 0.0602 0.1556
C 0.4168 -0.5121 0.1085
C -0.5582 0.3487 0.0663
N 3.1787 0.2636 -0.0717
N -2.0526 -0.0652 -0.0013
H 4.1202 0.6008 -0.3230
H -0.3074 1.2926 -0.6633
H 0.3356 -1.1847 1.0937
H -2.8652 0.4145 -0.5383
H -2.4885 -0.5084 0.8678
H -1.8054 -0.7101 -0.6943
*
```

Record 7
This record from the Open Molecules 2025 dataset describes the molecule C3H6N2O at a distorted geometry. The level of theory is wB97M-V/def2-TZVPD.

## Properties
SMILES string = [H]/N=C(/C=O)NC
Kohn-Sham gap = 9.29 eV

```
! wB97M-V def2-TZVPD RIJCOSX def2/J DEFGRID3
* xyz 0 1
C -1.4000 0.8710 0.1412
N -0.1044 0.5511 -0.4480
C 0.8416 -0.2818 0.2487
N 1.6231 0.4334 0.9520
C 1.0227 -1.7188 -0.1386
O 0.5445 -2.1332 -1.1694
H -1.4986 0.4030 1.1258
H -2.2091 0.5203 -0.5025
H -1.5073 1.9556 0.2783
H -0.0839 0.4642 -1.4469
H 1.0814 1.2688 0.4653
H 1.6899 -2.3337 0.4941
*
```

Record 8
This record from the Open Molecules 2025 dataset describes the molecule C3H6N2O at a distorted geometry. The level of theory is wB97M-V/def2-TZVPD.

## Properties
Kohn-Sham gap = 8.84 eV

```
! wB97M-V def2-TZVPD RIJCOSX def2/J DEFGRID3
* xyz 0 1
N -1.0619 -0.9456 1.4934
C -0.5109 -1.0569 0.2782
O -1.0699 -1.6406 -0.6343
C 0.8580 -0.5972 0.2346
C 0.4508 1.0915 -1.0987
N 1.1434 0.6590 0.0570
H -1.9218 -1.4173 1.6758
H -0.5916 -0.4709 2.2280
H -0.1546 0.2432 -1.4233
H -0.2074 1.9080 -0.9538
H 1.0113 1.2915 -1.9878
H 2.1107 0.9082 0.0547
*
```

Record 9
This record from the Open Molecules 2025 dataset describes the molecule C3H6N2O at a distorted geometry. The level of theory is wB97M-V/def2-TZVPD.

## Properties
SMILES string = N#C[C@H](O)CN
Kohn-Sham gap = 10.56 eV

```
! wB97M-V def2-TZVPD RIJCOSX def2/J DEFGRID3
* xyz 0 1
N -1.6824 -0.5370 0.4367
C -0.6469 -0.1619 -0.5034
C 0.5867 0.4610 0.1769
O 1.0313 -0.3329 1.2572
C 1.6594 0.6574 -0.8273
N 2.4648 0.7515 -1.6522
H -1.2655 -0.7326 1.3438
H -2.3881 0.1857 0.5382
H -0.2956 -1.0415 -1.0648
H -1.0443 0.5370 -1.2462
H 0.3340 1.4297 0.6196
H 1.2466 -1.2164 0.9216
*
```

Record 10
This record from the Open Molecules 2025 dataset describes the molecule C3H6N2O. The level of theory is wB97M-V/def2-TZVPD.

## Properties
SMILES string = [NH3+]/C([O-])=C1/CN1
Kohn-Sham gap = 8.84 eV

```
! wB97M-V def2-TZVPD RIJCOSX def2/J DEFGRID3
* xyz 0 1
N 1.6388 -0.0159 0.8603
C 0.7407 0.8053 -0.1362
O 1.1364 1.8060 -0.6552
C -0.5072 0.1327 0.1727
C -1.6559 0.0575 -0.7352
N -0.7747 -1.1108 -0.6063
H 2.2555 0.5627 1.4268
H 2.1542 -0.7636 0.3974
H 0.4966 -0.2397 1.2639
H -1.6136 0.5429 -1.7090
H -2.6536 0.0032 -0.3002
H -1.2171 -1.7802 0.0209
*
```

Record 11
This record from the Open Molecules 2025 dataset describes the molecule C3H6N2O. The level of theory is wB97M-V/def2-TZVPD.

## Properties
SMILES string = C/N=C/NC=O
Kohn-Sham gap = 10.59 eV

```
! wB97M-V def2-TZVPD RIJCOSX def2/J DEFGRID3
* xyz 0 1
C -2.2330 -0.2702 -0.6319
N -0.8894 -0.5305 -0.1945
C 0.0195 0.2757 0.1326
N 1.2700 -0.2970 0.3708
C 2.4564 0.3231 0.6459
O 3.5090 -0.2693 0.7297
H -2.8575 0.3015 0.0634
H -2.2349 0.2256 -1.6093
H -2.7047 -1.2470 -0.7631
H 0.0037 1.3702 0.2565
H 1.3000 -1.2983 0.2105
H 2.3608 1.4162 0.7894
*
```

Record 12
This record from the Open Molecules 2025 dataset describes the molecule C3H6N2O at a distorted geometry. The level of theory is wB97M-V/def2-TZVPD.

## Properties
SMILES string = C=CN(C)N=O
Kohn-Sham gap = 9.71 eV

```
! wB97M-V def2-TZVPD RIJCOSX def2/J DEFGRID3
* xyz 0 1
C -0.2518 -1.8410 -1.0252
C 0.0769 -0.5782 -0.7552
C 0.6278 1.4004 0.4608
N -1.2074 -0.1746 1.1586
N -0.1813 0.2354 0.3542
O -1.4347 0.4945 2.1424
H -0.1048 -2.2719 -1.9618
H -0.6610 -2.5357 -0.4223
H 0.5249 -0.1698 -1.6218
H 0.3611 2.2801 -0.1869
H 0.4946 1.9467 1.3355
H 1.7558 1.2142 0.5217
*
```

In the order shown, the computed energy values come out to -227.2538; -227.3923; -227.3462; -227.2710; -227.2138; -226.5440; -302.5794; -302.5629; -302.6391; -302.5131; -302.6494; -302.5249 Ha.
In the order shown, the computed relative energy (zero: lowest compared OMol25 entry of this formula, charge and spin) values come out to 107.4; 20.4; 49.3; 96.5; 132.4; 24.4; 71.4; 81.7; 33.9; 113.0; 27.4; 105.5 kcal/mol.